# 1
105
Properties=species:S:1:pos:R:3:forces:R:3 method="wB97M-V/def2-TZVPD" e_above_lowest_kcal_mol=0.0 s2=0.757 fmax_ev_per_a=0.86 charge=+1 spin_multiplicity=2
Ru -0.03720 -1.02317 -0.15591 -0.57 0.46 -0.09
O -2.24059 -1.00964 1.73089 0.06 -0.10 0.01
N -0.86716 -1.31087 1.73522 -0.20 0.74 0.03
C -0.37474 -1.10584 2.89221 0.17 -0.47 -0.05
C 1.01669 -1.33089 3.28811 -0.12 0.21 -0.02
C 1.21946 -1.36894 4.66906 0.10 0.04 0.05
C 2.48006 -1.58032 5.20147 -0.05 0.01 -0.01
C 3.56311 -1.72980 4.35096 0.01 0.00 -0.01
C 3.37459 -1.68340 2.97746 -0.01 -0.04 0.03
C 2.10941 -1.50175 2.42773 0.10 -0.03 0.00
P 1.98114 -1.52540 0.61804 -0.53 -0.27 -0.24
C 3.35820 -0.50516 0.03764 0.11 -0.01 -0.04
C 4.57880 -1.10219 -0.28481 0.01 0.04 0.00
C 5.66269 -0.31829 -0.65072 -0.02 -0.04 0.01
C 5.53693 1.06161 -0.69839 0.03 0.04 -0.04
C 4.32693 1.66157 -0.38169 0.02 -0.01 -0.01
C 3.24236 0.88243 -0.01532 0.06 -0.05 0.01
C 2.39836 -3.20822 0.10350 0.21 -0.02 0.15
C 2.62346 -3.43924 -1.25623 -0.09 -0.04 -0.01
C 2.88137 -4.72308 -1.70380 0.01 0.04 -0.02
C 2.92201 -5.78104 -0.80229 0.00 -0.03 0.03
C 2.70185 -5.55359 0.54662 0.01 0.00 -0.02
C 2.43602 -4.26747 1.00159 0.10 -0.02 -0.02
H -2.63928 -1.68758 1.15941 -0.01 0.01 -0.07
H -1.06186 -0.79291 3.67288 -0.06 -0.16 0.03
H 0.37390 -1.23214 5.33158 0.00 0.00 0.00
H 2.61563 -1.61538 6.27367 0.00 0.00 0.00
H 4.55698 -1.87604 4.75201 0.00 0.00 0.00
H 4.23070 -1.78976 2.32273 -0.01 0.00 0.00
H 4.68576 -2.17838 -0.25401 0.03 0.02 0.00
H 6.60517 -0.78851 -0.89813 0.00 0.00 -0.01
H 6.38318 1.67055 -0.98895 0.00 0.00 0.01
H 4.22205 2.73736 -0.42365 -0.01 0.00 0.00
H 2.31462 1.36983 0.23308 -0.03 0.04 0.01
H 2.58127 -2.61450 -1.95899 0.01 0.01 -0.01
H 3.05603 -4.89986 -2.75689 -0.01 0.00 0.00
H 3.12657 -6.78338 -1.15472 0.01 0.00 0.00
H 2.73499 -6.37554 1.24973 0.00 0.00 0.00
H 2.26169 -4.10110 2.05725 0.00 0.00 0.00
C 4.08062 1.85565 -4.09295 0.03 0.02 -0.01
C 2.89378 2.59082 -3.54587 -0.01 0.05 0.03
C 3.01149 3.83568 -2.95310 -0.02 -0.01 -0.01
C 1.89280 4.48709 -2.44781 0.02 0.05 0.02
Cl 2.08186 6.04479 -1.69311 -0.01 -0.03 0.00
C 0.64244 3.91709 -2.53952 0.00 -0.02 -0.02
C 0.50256 2.66718 -3.13514 -0.02 0.05 0.01
C 1.62108 2.01336 -3.62450 0.04 -0.04 0.04
O 1.59188 0.77626 -4.20417 0.04 -0.04 -0.02
C 0.36874 0.08227 -4.20844 0.08 -0.06 -0.02
C -0.15046 -0.21403 -2.80851 0.12 0.07 0.11
O -1.33383 -0.02018 -2.52740 -0.30 -0.14 0.14
O 0.70567 -0.67312 -1.96768 0.41 0.04 -0.43
H 4.99502 2.42258 -3.92491 0.00 0.00 0.00
H 3.97261 1.68224 -5.16474 0.00 0.00 0.01
H 4.18084 0.87678 -3.62234 0.00 -0.02 0.03
H 3.98297 4.30849 -2.88279 0.00 0.00 0.00
H -0.22249 4.43894 -2.15328 0.02 0.02 -0.02
H -0.48193 2.22400 -3.20011 0.02 0.05 -0.02
H 0.59288 -0.86405 -4.70120 -0.14 -0.04 -0.01
H -0.40906 0.60349 -4.76903 0.01 0.05 0.01
C -3.22169 4.34794 3.54012 0.00 0.03 -0.01
C -3.53894 2.85859 3.60364 -0.01 -0.02 0.00
C -3.55500 2.20282 2.23257 0.01 -0.04 -0.01
N -2.19983 2.22387 1.66848 0.04 -0.02 0.05
C -1.76246 1.68653 0.54183 0.20 0.01 -0.02
S -0.04402 1.42392 0.40576 -0.10 0.08 0.29
N -2.57036 1.36171 -0.46872 0.00 -0.22 -0.14
C -3.89564 1.80362 -0.80126 -0.03 0.04 -0.07
O -4.67982 0.99783 -1.21839 -0.01 0.01 0.08
C -4.14897 3.26557 -0.73561 0.03 -0.05 -0.02
C -5.47218 3.69844 -0.67914 0.00 0.03 0.01
C -5.74802 5.05335 -0.62763 0.00 -0.01 0.00
C -4.70712 5.97478 -0.65399 -0.01 0.01 0.00
C -3.39019 5.54522 -0.73853 0.01 -0.03 -0.01
C -3.10733 4.18828 -0.77709 -0.02 0.05 0.04
H -3.22713 4.79260 4.53420 -0.01 -0.01 0.00
H -3.96093 4.87272 2.93170 0.00 -0.01 0.00
H -2.24134 4.54177 3.10012 0.00 -0.01 0.00
H -4.52339 2.70638 4.04857 0.01 0.00 0.01
H -2.82726 2.33545 4.25115 0.01 0.01 0.00
H -4.24113 2.74793 1.59072 -0.02 0.03 -0.03
H -3.87946 1.16028 2.29159 -0.02 0.02 -0.01
H -1.45176 2.41246 2.32115 -0.03 0.04 0.00
H -2.15591 0.76194 -1.20071 0.00 0.10 0.07
H -6.26672 2.96386 -0.67219 0.00 0.00 0.00
H -6.77296 5.39479 -0.57496 0.00 0.00 0.00
H -4.92542 7.03413 -0.62065 0.00 0.00 0.00
H -2.58429 6.26572 -0.78180 0.00 0.00 0.00
H -2.08007 3.85493 -0.86054 -0.01 0.00 0.02
C -3.68368 -3.58301 0.62148 0.03 0.01 -0.02
Ge -1.89949 -4.22069 0.05234 -0.11 0.14 -0.02
C -0.93466 -4.97083 1.56812 -0.03 0.00 0.10
C -2.21540 -5.58123 -1.30602 0.04 -0.04 -0.05
C -0.87758 -2.78443 -0.80655 0.75 -0.27 0.31
H -4.40628 -4.35020 0.34254 -0.02 0.00 0.01
H -3.99476 -2.67378 0.09650 -0.02 -0.01 0.00
H -3.78171 -3.43721 1.69871 0.05 0.04 0.00
H -1.44413 -5.85791 1.94593 -0.03 0.02 0.00
H -0.85039 -4.25074 2.38430 0.01 0.00 0.00
H 0.06614 -5.25769 1.25618 0.02 -0.05 0.00
H -2.80983 -6.40049 -0.89999 0.01 0.01 0.01
H -1.27442 -5.98776 -1.67731 0.00 0.00 -0.01
H -2.75962 -5.14874 -2.14621 0.01 -0.01 -0.01
H -1.44302 -2.35821 -1.64646 -0.13 -0.04 0.02
H 0.02755 -3.24983 -1.21569 -0.22 -0.22 -0.18

# 2
18
Properties=species:S:1:pos:R:3:forces:R:3 method="wB97M-V/def2-TZVPD" e_above_lowest_kcal_mol=47.1 fmax_ev_per_a=1.57 charge=0
C 1.79178 1.18812 0.64018 -0.20 -0.17 0.16
C 1.16980 -0.47132 -1.18250 -0.06 0.17 0.07
C -1.30235 0.48826 0.02446 0.51 0.32 -0.64
C 0.69782 0.52664 -0.15150 -0.71 -1.18 0.76
N -1.06552 -1.68665 0.95867 0.16 0.03 -0.30
N -2.63470 0.41105 -0.23828 0.55 -0.08 0.18
N -0.41612 1.32576 -0.46679 -0.89 0.25 -0.25
N -0.58417 -0.38022 0.79203 0.97 0.48 0.01
H -0.92425 -2.26384 0.12843 0.05 0.05 0.11
H -0.59389 -2.11191 1.74782 -0.06 0.07 -0.11
H -3.03460 1.18988 -0.73489 -0.16 -0.19 0.17
H -3.17921 -0.20259 0.34716 -0.11 0.29 -0.10
H 2.58583 0.48861 0.89921 0.01 0.01 0.02
H 2.21709 1.99425 0.03738 -0.05 -0.04 -0.07
H 0.32828 -0.90638 -1.72078 -0.02 0.03 -0.02
H 1.37711 1.63196 1.54330 0.01 -0.01 0.01
H 1.75766 -1.26565 -0.71960 0.01 0.00 0.03
H 1.80944 0.04405 -1.90430 -0.02 -0.04 -0.02